(1)
Computed, not measured: C32H39AsF6N2O5P3PtS2 as an isolated structure at a distorted geometry, with ωB97M-V with the def2-TZVPD basis set.

As for the net charge: +1. For the calculated total energy, the calculation gives -176955.7479 eV. As for the multiplicity: 1.

Structure (XYZ):
```
91
Properties=species:S:1:pos:R:3:forces:R:3
Pt 0.0346 0.0283 0.8768 -5.8 0.0 0.4
N -0.7906 -0.0612 -2.0043 -0.1 -0.2 0.4
P -1.8192 0.6216 -0.8913 2.6 0.7 -0.5
C -1.5508 2.4454 -0.9403 -0.6 -0.4 0.3
C -0.5624 2.9865 -0.1210 0.1 -0.1 0.1
C -0.2681 4.3369 -0.1767 0.1 0.1 -0.1
C -0.9582 5.1595 -1.0552 0.0 0.0 0.0
C -1.9472 4.6275 -1.8663 0.0 0.0 -0.1
C -2.2464 3.2760 -1.8111 0.0 0.0 0.0
C -3.4658 0.3355 -1.5862 -0.1 -0.3 1.0
C -4.5496 1.0906 -1.1346 0.1 0.1 -0.1
C -5.8302 0.7782 -1.5451 -0.1 0.1 0.0
C -6.0425 -0.2922 -2.4009 0.1 0.0 0.0
C -4.9724 -1.0637 -2.8272 -0.2 0.0 -0.1
C -3.6907 -0.7684 -2.4046 0.3 0.0 0.0
P 0.8890 -0.2450 -1.3202 0.3 -0.7 -0.2
C 1.0693 -2.0298 -1.6246 0.1 0.1 -0.2
C 1.6375 -2.8358 -0.6443 0.1 0.1 -0.1
C 1.8077 -4.1896 -0.8713 0.0 -0.1 0.0
C 1.4134 -4.7457 -2.0788 0.0 0.0 0.0
C 0.8231 -3.9497 -3.0489 0.0 -0.1 0.0
C 0.6441 -2.5959 -2.8217 0.0 0.0 0.2
C 1.6039 0.6440 -2.7450 0.0 0.1 0.2
C 1.1751 1.9295 -3.0533 0.0 -0.1 0.1
C 1.7071 2.6015 -4.1386 0.1 0.1 -0.1
C 2.6767 1.9977 -4.9218 0.0 0.1 -0.1
C 3.1005 0.7118 -4.6246 0.0 0.0 -0.1
C 2.5647 0.0359 -3.5425 0.0 -0.1 0.1
H -0.9862 0.0568 -2.9939 0.1 0.1 0.0
H 0.0002 2.3304 0.5567 -0.2 0.3 -0.1
H 0.4961 4.7558 0.4597 0.1 0.0 0.1
H -0.7278 6.2139 -1.1057 0.0 0.1 0.0
H -2.4843 5.2648 -2.5510 -0.1 0.1 -0.1
H -3.0125 2.8660 -2.4522 -0.1 0.0 -0.1
H -4.3813 1.9303 -0.4751 0.0 0.1 0.1
H -6.6638 1.3657 -1.1953 -0.1 0.1 0.0
H -7.0426 -0.5293 -2.7255 -0.1 0.0 0.0
H -5.1424 -1.9030 -3.4848 0.0 -0.1 0.0
H -2.8599 -1.3924 -2.7015 0.0 -0.1 0.0
H 1.9528 -2.3901 0.2899 0.0 0.0 0.0
H 2.2419 -4.8172 -0.1057 0.0 0.0 0.1
H 1.5564 -5.8012 -2.2577 0.0 -0.1 0.0
H 0.4962 -4.3906 -3.9790 0.0 0.0 -0.1
H 0.1759 -1.9821 -3.5774 0.0 0.0 -0.1
H 0.4241 2.4073 -2.4443 0.0 0.1 0.0
H 1.3647 3.5967 -4.3784 0.0 0.1 0.0
H 3.1000 2.5268 -5.7639 0.0 0.0 0.0
H 3.8471 0.2345 -5.2439 0.0 -0.1 0.0
H 2.8772 -0.9743 -3.3142 0.1 0.0 0.0
C -1.6508 -1.9315 3.9760 -0.1 -0.6 0.1
P -1.8020 0.2137 2.4053 0.1 0.6 -0.2
C -2.2708 1.9499 2.6908 0.1 -0.1 -0.1
C -3.4209 -0.5112 1.9339 0.5 -0.1 -0.1
H -2.6593 -2.2346 4.2649 0.0 -0.2 -0.1
H -0.9256 -2.3554 4.6704 0.0 0.0 -0.1
H -1.4354 -2.3095 2.9759 0.0 -0.1 0.1
H -3.1621 2.0148 3.3143 0.0 0.0 -0.1
H -2.4772 2.3841 1.7108 0.0 0.0 0.0
H -1.4682 2.5030 3.1744 0.0 0.0 -0.1
H -4.0952 -0.4394 2.7885 0.1 0.0 0.0
H -3.3036 -1.5510 1.6361 0.0 -0.1 0.0
H -3.8305 0.0391 1.0921 0.0 0.0 0.0
F 2.8617 -2.8242 2.7951 -0.1 0.3 0.2
C 1.6497 -2.4707 3.2299 -0.8 0.3 -0.5
F 1.5040 -2.8833 4.4834 0.1 0.3 0.0
F 0.7512 -3.1409 2.4700 0.1 -0.2 0.0
S 1.2199 -0.5465 2.9251 2.8 -0.6 -1.0
O 2.4062 -0.1096 2.1726 0.7 0.1 0.7
O 1.1100 -0.0156 4.2586 -0.4 0.0 0.2
N -1.5445 -0.4773 3.9545 -0.5 0.7 0.6
S -2.2829 0.2729 5.2526 0.0 -0.4 -0.1
O -3.6949 0.0819 5.1561 -0.3 -0.3 0.2
O -1.7771 1.5854 5.4030 0.5 0.4 0.2
C -1.7038 -0.7295 6.7490 0.1 -0.2 0.2
F -1.9934 -0.0077 7.8187 -0.1 0.2 -0.2
F -0.4068 -0.9775 6.7238 0.0 0.2 -0.3
F -2.3547 -1.8875 6.8341 -0.1 0.1 -0.2
C 4.9789 1.5229 0.1358 -0.1 -0.3 0.0
As 4.3336 -0.2709 -0.2157 0.7 0.1 -0.5
C 5.3091 -0.9787 -1.7532 -0.2 0.2 0.3
C 4.9070 -1.4000 1.2464 -0.2 0.2 0.0
O 2.7130 -0.1454 -0.5789 0.5 -0.1 0.1
H 6.0414 1.4963 0.3800 -0.1 0.0 0.0
H 4.4120 1.9175 0.9805 0.0 -0.1 0.0
H 4.8146 2.1532 -0.7408 0.0 -0.2 0.0
H 6.3641 -1.0424 -1.4943 0.1 0.0 0.0
H 5.1826 -0.3259 -2.6127 0.0 0.0 0.0
H 4.9397 -1.9772 -1.9908 -0.1 0.1 0.1
H 5.9890 -1.2986 1.3200 0.1 0.0 -0.1
H 4.6487 -2.4422 1.0696 0.0 0.1 -0.1
H 4.4390 -1.0488 2.1607 0.0 0.0 -0.1
```
Forces are in eV/Å.

---

(2)
Computed, not measured: a 13-piece molecular cluster, C42H97F10N14O24S10 overall at a distorted geometry, with ωB97M-V with the def2-TZVPD basis set.

As for the net charge: +2. For the calculated total energy, the calculation gives -250626.0043 eV. As for the multiplicity: 2. The expectation value of S² is 0.753.

Structure (XYZ):
```
197
Properties=species:S:1:pos:R:3:forces:R:3
C 0.4110 0.5002 -5.9422 -0.3 -1.1 -0.1
C 1.6585 1.1985 -5.4197 -0.4 0.2 0.3
N 1.7786 2.5093 -6.0972 0.1 2.8 1.1
C 2.1610 2.7028 -7.3765 1.4 2.5 -1.7
C 2.4672 4.0631 -7.5832 -2.0 -1.1 1.5
N 2.0623 4.7216 -6.3787 0.7 -3.8 -1.4
C 1.6864 3.7767 -5.5306 0.1 -1.7 0.2
C 2.1160 6.1002 -6.1142 -0.4 2.1 0.2
H 0.1467 -0.4375 -5.4534 0.6 -0.1 0.5
H 0.5468 0.1671 -6.9711 0.1 0.3 -0.2
H -0.5500 1.0126 -5.8986 0.4 0.8 0.2
H 2.5957 0.6594 -5.5583 0.0 -0.1 -0.8
H 1.7760 1.3570 -4.3477 -1.0 0.4 0.1
H 2.2176 1.9559 -8.1546 0.1 -0.3 0.4
H 2.6559 4.6442 -8.4738 0.2 -0.2 0.1
H 1.3856 3.9957 -4.5167 0.0 -0.4 0.1
H 2.1771 6.6007 -7.0805 0.2 0.2 0.3
H 2.9110 6.4110 -5.4364 0.4 -0.3 -0.3
H 1.2050 6.4377 -5.6199 -0.2 -0.2 -0.2
C 3.4029 -3.4151 -2.2076 -1.3 -0.1 -0.5
C 3.2896 -2.5332 -3.4180 0.3 5.5 1.1
O 3.2396 -1.2731 -3.4353 -0.1 -6.2 -0.6
N 3.4130 -3.2974 -4.7549 -1.1 0.5 0.0
H 4.3188 -3.0727 -5.1412 0.5 0.2 -0.2
H 3.3697 -4.2969 -4.6163 0.3 -0.4 0.4
C 2.3386 -2.9759 -5.7718 0.5 0.7 -1.0
H 4.4410 -3.6425 -1.9650 -0.1 -0.1 -0.1
H 2.7960 -4.2973 -2.4111 0.5 -0.6 -0.2
H 2.8657 -3.0340 -1.3391 0.5 0.7 -0.1
H 2.3726 -1.8996 -5.9405 -0.6 0.0 0.7
H 1.3742 -3.4078 -5.5044 0.1 0.4 0.3
H 2.6602 -3.3283 -6.7518 0.1 -0.6 0.2
C -2.9990 3.2308 -4.9455 -0.9 -0.4 -0.3
C -2.5106 2.2240 -4.0122 -2.5 -1.1 -0.4
O -1.3636 2.3263 -3.6191 4.0 -0.5 2.1
N -3.3755 1.0348 -3.5529 0.2 2.6 0.8
H -4.2692 1.2278 -3.9821 -0.8 0.3 0.6
H -3.1564 0.1630 -4.0135 0.9 -0.7 0.2
C -3.4007 0.7738 -2.0076 -0.7 -1.0 -2.0
H -3.9152 2.9406 -5.4597 -0.1 0.3 -0.2
H -2.1741 3.3506 -5.6479 -0.2 0.3 -0.5
H -3.1232 4.1707 -4.4076 -0.2 0.6 -0.2
H -2.4887 0.2155 -1.7961 -0.3 0.3 0.1
H -4.2681 0.1156 -1.9582 0.2 -0.2 0.7
H -3.5388 1.6223 -1.3374 0.2 0.3 -0.7
C 0.5445 -0.0372 -1.6834 0.1 -0.4 1.2
C 1.0440 -0.8751 -0.5087 -2.0 -3.8 -1.6
O 0.6820 -2.0651 -0.3619 1.8 3.8 0.3
N 2.0059 -0.2779 0.4357 -1.8 -0.5 0.3
H 2.5278 -1.0167 0.8852 0.0 -0.9 0.5
H 2.7221 0.2609 -0.0300 0.1 1.2 -0.8
C 1.2856 0.5307 1.5188 1.0 -0.4 -0.5
H 1.3980 0.4451 -2.1600 -0.3 0.3 0.0
H -0.2120 0.6373 -1.2822 0.4 0.8 0.1
H -0.0663 -0.6324 -2.3621 0.6 -0.4 0.0
H 0.7683 -0.1821 2.1610 -0.3 0.2 -0.3
H 0.6495 1.2407 0.9902 0.1 0.1 0.6
H 2.1191 0.9655 2.0704 -0.6 0.5 0.0
C 4.4715 1.3386 2.7494 0.3 -0.8 1.2
C 5.9674 1.0831 2.8139 -0.6 1.0 -4.7
O 6.5771 1.0783 1.7518 -0.2 -0.4 4.0
N 6.6236 0.7720 4.1474 1.3 -0.3 -1.6
H 7.3705 1.4403 4.2726 0.5 0.5 -0.3
H 6.0205 0.9410 4.9397 -0.6 -0.3 0.2
C 7.2634 -0.6713 4.1903 -1.5 1.4 0.9
H 4.1264 1.6649 1.7683 0.6 0.4 0.1
H 4.0578 1.9314 3.5651 0.1 0.3 -0.1
H 4.0455 0.3431 2.8743 -0.2 -0.4 0.2
H 7.9471 -0.5585 5.0317 -0.1 -0.7 -0.1
H 7.7450 -0.9756 3.2609 -0.3 0.5 0.0
H 6.3262 -1.1851 4.4041 0.8 -1.1 0.1
C -4.2361 7.5689 3.2301 2.0 0.9 0.9
C -4.1108 6.8252 1.9335 -1.5 -1.0 -1.1
C -2.8096 6.8341 1.1029 0.2 -0.3 0.4
N -2.7855 5.9764 -0.2258 -1.8 1.2 -0.3
C -4.1174 6.2068 -1.0582 1.9 0.8 0.2
C -1.5387 6.4040 -1.0707 -1.0 1.0 0.3
C -0.4561 5.5164 -0.5689 2.1 0.4 -1.5
C -1.0957 4.2265 -0.3245 -0.6 -1.8 0.7
C -2.5412 4.5194 0.0512 0.2 -1.1 1.5
H -3.3060 7.4864 3.7923 0.2 0.3 0.1
H -4.9624 7.2107 3.9596 -0.4 -0.2 -0.7
H -4.4151 8.6143 2.9789 0.0 0.1 0.5
H -4.9277 7.3073 1.3965 0.0 -0.4 -0.9
H -4.4478 5.8099 2.1426 0.3 -0.3 -0.4
H -1.9854 6.4344 1.6938 0.0 -0.2 0.1
H -2.4994 7.8458 0.8416 -0.3 0.0 -0.3
H -5.0441 6.2015 -0.4845 0.4 -0.9 0.2
H -4.0215 5.5617 -1.9315 -0.5 -0.3 0.4
H -4.0707 7.2254 -1.4434 0.3 0.1 0.1
H -1.8453 6.3330 -2.1143 0.2 -0.6 0.0
H -1.3301 7.4642 -0.9272 -0.3 0.0 0.3
H 0.2969 5.2503 -1.3107 0.0 0.7 -0.6
H 0.1921 5.9257 0.2060 -0.7 0.1 0.6
H -1.1473 3.5885 -1.2068 0.4 0.2 -0.3
H -0.5068 3.6840 0.4151 -0.5 -0.2 0.3
H -3.1623 3.7905 -0.4694 -0.5 0.8 -0.3
H -2.7006 4.3150 1.1100 -0.1 0.3 0.1
C -0.3813 1.0605 5.3749 -0.2 0.3 0.4
C -0.7139 -0.4203 5.4266 -1.2 -0.4 -0.4
C -2.1522 -0.8277 5.9380 0.9 -0.6 -0.8
N -2.3165 -2.3702 6.0552 -1.1 -0.6 0.1
C -2.0638 -3.0763 4.6783 -0.5 1.8 0.8
C -3.8191 -2.6811 6.4688 1.1 -0.2 1.0
C -3.7514 -3.8887 7.4893 0.7 0.7 -1.0
C -2.2489 -4.2012 7.7021 -0.1 1.4 -0.2
C -1.5164 -2.9223 7.2454 -0.1 -0.3 -1.1
H 0.5216 1.1289 4.7681 0.3 0.3 0.4
H -0.2443 1.4522 6.3828 0.3 0.2 -0.1
H -1.0766 1.7368 4.8777 -0.4 -0.5 0.0
H 0.0712 -0.9230 5.9915 -0.2 -0.1 0.3
H -0.5712 -0.7509 4.3978 -0.4 -0.4 -0.1
H -2.9742 -0.5233 5.2901 0.4 0.1 -0.5
H -2.4210 -0.3985 6.9032 0.4 -0.2 0.2
H -1.0743 -2.8205 4.2995 0.1 -0.4 0.4
H -2.7645 -2.5424 4.0363 -0.1 -0.3 -0.3
H -2.3182 -4.1361 4.6688 0.2 0.1 0.5
H -4.4819 -2.7869 5.6100 0.5 -0.2 -0.2
H -4.1680 -1.8102 7.0238 0.2 0.1 -0.2
H -4.2487 -4.7763 7.0981 -0.3 0.2 0.3
H -4.1505 -3.5191 8.4339 -0.4 -0.4 -0.2
H -1.9070 -5.0326 7.0857 0.0 -0.1 0.3
H -2.0438 -4.3345 8.7643 0.1 -0.5 -0.2
H -0.5029 -3.1408 6.9088 0.0 0.1 0.0
H -1.4690 -2.1066 7.9669 -0.2 -0.2 0.2
C -0.4489 -6.4674 -3.8619 -0.8 0.9 -0.7
C -0.2672 -6.8929 -2.4332 1.1 -0.6 1.5
C -0.4675 -5.7599 -1.4050 -1.1 0.2 0.5
N -0.3086 -6.1154 0.1203 0.7 -1.2 1.0
C 1.1323 -6.6622 0.4013 -1.5 0.2 0.1
C -1.4177 -7.0634 0.6548 0.2 -0.2 -1.2
C -2.5347 -6.1440 1.1568 -0.9 -1.2 0.6
C -2.0672 -4.7350 1.1273 1.5 0.3 -0.9
C -0.5560 -4.9385 1.1208 0.7 1.1 -1.7
H -0.0001 -5.5029 -4.0996 0.1 0.3 0.4
H -1.5179 -6.3225 -4.0175 0.1 0.1 -0.4
H -0.0685 -7.1037 -4.6610 0.0 -0.6 0.5
H 0.7241 -7.3207 -2.2841 0.2 -0.1 -0.1
H -0.9622 -7.6915 -2.1737 -0.1 -0.1 -0.2
H -1.5035 -5.4403 -1.5178 -0.1 0.2 0.2
H 0.1256 -4.8702 -1.6163 0.3 -0.1 0.3
H 1.1217 -7.0763 1.4095 0.0 0.2 0.0
H 1.8223 -5.8195 0.3594 0.0 -0.1 -0.1
H 1.3810 -7.4811 -0.2737 -0.1 0.3 -0.1
H -0.9959 -7.7316 1.4056 0.2 0.5 0.2
H -1.7542 -7.7586 -0.1143 0.1 0.3 -0.3
H -2.7409 -6.3998 2.1961 -0.4 -0.3 -0.1
H -3.4413 -6.2032 0.5545 0.0 -0.5 0.2
H -2.4565 -4.1502 1.9607 0.2 0.2 -0.4
H -2.3415 -4.3273 0.1543 -0.2 0.7 0.4
H -0.1206 -5.1473 2.0980 0.0 -0.6 -0.2
H 0.0449 -4.1439 0.6784 -0.3 0.4 0.3
N -4.2200 -0.0871 1.4848 4.9 2.4 0.2
S -4.4556 -1.5154 1.0598 -4.7 -6.1 -3.6
O -4.6583 -2.4383 2.1585 1.5 0.2 -0.6
O -3.8522 -1.9478 -0.2349 -0.4 0.8 3.2
F -5.9966 -1.3843 0.6201 0.5 0.6 0.0
S -2.5142 -0.1497 1.4328 2.6 3.0 2.9
O -1.8064 0.7093 0.5052 -1.6 -0.8 -0.1
O -1.7662 -1.3456 1.7992 -1.7 0.3 -0.6
F -2.2759 0.7217 2.8089 -0.8 -0.6 -0.9
N -2.4972 -1.2860 -4.6391 2.0 -3.9 1.7
S -2.5589 -1.9731 -6.0291 -1.5 -0.8 -7.9
O -3.4926 -3.0508 -6.2156 0.8 0.2 1.0
O -1.3120 -2.1090 -6.8134 -1.4 0.5 2.1
F -3.3421 -0.8365 -6.7801 0.3 1.1 0.1
S -1.7319 -2.6902 -3.9846 -0.5 -1.6 5.4
O -0.3048 -2.6382 -4.0579 0.8 -0.1 -1.3
O -2.3439 -4.0353 -3.9021 0.9 3.3 -1.1
F -1.8575 -2.2338 -2.4622 -0.8 0.4 -0.1
N 3.3443 -2.0336 1.9429 4.0 -0.7 -1.3
S 4.7300 -2.8941 1.5478 5.7 0.9 -1.7
O 4.6409 -3.8672 0.4709 -0.7 1.3 1.8
O 5.6851 -3.1436 2.6614 -3.0 0.3 -2.4
F 5.4795 -1.6520 0.8103 -1.0 -0.6 0.5
S 2.9113 -3.0206 3.0187 -5.8 -2.7 7.6
O 3.5200 -3.0275 4.3808 -0.8 0.2 -4.0
O 2.3508 -4.2466 2.4846 1.6 0.2 0.2
F 1.4958 -2.2935 3.3604 0.4 0.6 -0.2
N 3.5641 1.4614 -0.9095 -0.8 3.4 -0.6
S 3.1825 3.0868 -1.4041 -3.9 4.5 3.0
O 1.8939 3.2846 -2.0826 2.2 -1.7 0.3
O 4.1828 4.1085 -1.6523 -0.8 -2.5 -0.3
F 2.7406 3.5044 0.1245 0.4 -0.8 -1.1
S 4.8211 1.4033 -1.7899 9.0 -0.8 -3.9
O 6.0867 2.1551 -1.4550 -4.3 -2.1 -0.1
O 4.5265 1.4252 -3.2354 -0.3 -0.2 2.2
F 5.3150 -0.1129 -1.4656 -1.1 0.6 -0.1
N 0.0645 5.6858 3.4967 4.6 -1.0 -1.4
S 1.5113 4.7952 3.2674 3.6 1.4 -2.4
O 1.4562 3.4925 2.5892 -0.8 1.4 1.6
O 2.5473 4.9969 4.2538 -1.6 -0.5 -0.2
F 2.1352 5.6707 2.0638 -1.0 0.2 0.3
S -0.6390 4.5444 4.2303 -5.5 -0.9 3.0
O -0.0613 4.1165 5.5055 -0.8 0.1 -2.3
O -1.3227 3.6331 3.3341 0.8 -0.2 1.0
F -1.9144 5.4772 4.6658 0.7 -0.5 0.2
```
Forces are in eV/Å.

---

(3)
Computed, not measured: an isolated ion of composition C6H10N and charge +1 at a distorted geometry, with ωB97M-V with the def2-TZVPD basis set.

Its SMILES is C/C=[N+]1/[C@@H]2[C@@H](C)[C@@H]21. As for the net charge: +1. For the calculated total energy, the calculation gives -7863.1938 eV. As for the multiplicity: 1.

Structure (XYZ):
```
17
Properties=species:S:1:pos:R:3:forces:R:3
C 2.7043 -0.6084 0.1084 4.3 0.6 -0.1
C 1.8985 0.6496 0.1795 -0.2 -0.4 1.1
N 0.6605 0.5612 -0.1705 1.6 1.5 1.4
C -0.6958 1.1202 -0.2741 2.0 0.1 0.0
C -1.3201 0.0402 0.5321 -1.7 -0.5 -3.2
C -2.7182 -0.2780 0.1126 -2.4 3.7 -0.5
C -0.3399 -0.3321 -0.5483 -0.2 -0.7 -2.4
H 2.2663 -1.5989 0.1614 -0.9 0.3 -0.8
H 3.4833 -0.7460 0.9907 -1.5 1.1 -1.6
H 3.4175 -0.4315 -0.8537 -1.6 -0.9 2.1
H 2.4131 1.5996 0.6248 -1.5 -1.6 -1.3
H -0.8446 2.0211 -0.8845 -0.5 -0.7 0.4
H -1.1330 -0.2828 1.4780 1.2 0.0 2.9
H -2.9723 -1.2934 0.0747 0.0 -1.5 -0.5
H -3.0272 0.3536 -0.8036 0.8 -1.6 0.7
H -3.4952 0.1644 0.7859 1.0 -0.4 0.2
H -0.2974 -0.9387 -1.5132 -0.3 0.9 1.7
```
Forces are in eV/Å.

---

(4)
Computed, not measured: a 2-piece molecular cluster, CH4P2S overall at a distorted geometry, with ωB97M-V with the def2-TZVPD basis set.

For the calculated total energy, the calculation gives -30511.3992 eV. As for the multiplicity: 1.

Structure (XYZ):
```
8
Properties=species:S:1:pos:R:3:forces:R:3
C -1.0475 -0.5556 0.7206 0.0 -0.6 1.6
P 1.0656 0.0474 -1.4749 0.5 0.8 -0.1
P 0.4426 0.5324 0.5361 -0.2 0.0 -0.8
S -0.1329 1.7894 -1.1761 0.8 -1.2 0.5
H -1.5620 -0.9366 -0.1706 -0.2 1.2 0.0
H -1.6010 0.1319 1.4741 0.0 -1.8 -1.4
H -0.8005 -1.5860 1.1662 0.1 1.8 0.2
H 3.6357 0.5770 -1.0754 -0.9 -0.1 -0.1
```
Forces are in eV/Å.